Record 1
Molecular formula: C4H12NO
Method: DFT, wB97M-V/def2-TZVPD

- M: 90.1 g/mol
- Gap between HOMO and LUMO: 0.414 Ha
- LUMO: -3.4 eV
- Charge: +1
- Relative energy (zero: lowest compared OMol25 entry of this formula, charge and spin): 1.084 eV
- Energy: -7873.207 eV
- Highest occupied orbital energy: -14.608 eV

Positions of all 18 atoms, in Å:
C -1.35 -1.75 1.27
C 0.00 -1.87 0.58
C 0.39 -0.62 -0.12
C 1.22 0.29 0.33
N 1.59 1.48 -0.49
H -2.02 -2.60 1.17
H -1.96 -0.95 0.84
H -1.27 -1.43 2.31
H -0.03 -2.69 -0.14
H 0.80 -2.20 1.25
H -0.15 -0.43 -1.03
H 1.85 0.26 1.21
H 0.88 1.70 -1.22
H 1.63 2.28 0.12
H 2.45 1.32 -1.00
H -1.97 1.99 -1.41
H -1.01 3.04 -2.06
O -1.04 2.20 -1.60


Record 2
Molecular formula: C4H12NO
Method: DFT, wB97M-V/def2-TZVPD

- M: 90.1 g/mol
- Gap between HOMO and LUMO: 0.347 Ha
- LUMO: -4.1 eV
- Charge: +1
- Relative energy (zero: lowest compared OMol25 entry of this formula, charge and spin): 2.930 eV
- Energy: -7871.361 eV
- Highest occupied orbital energy: -13.592 eV

Positions of all 18 atoms, in Å:
C -1.05 0.16 -0.05
C -0.79 0.71 1.32
C 0.56 0.78 2.08
C 0.53 0.49 3.39
N 0.15 0.06 -0.96
H -1.79 0.78 -0.57
H -1.47 -0.84 -0.19
H -1.32 0.15 2.09
H -1.25 1.68 1.45
H 1.44 1.01 1.50
H -0.41 -0.03 3.69
H 1.15 0.92 4.16
H 0.93 0.28 -0.34
H 0.17 -2.32 -3.71
H 0.09 -0.92 -1.35
H 0.16 0.73 -1.74
H 0.27 -0.90 -4.33
O 0.67 -1.77 -4.33


Record 3
Molecular formula: C4H12NO
Method: DFT, wB97M-V/def2-TZVPD

- M: 90.1 g/mol
- Gap between HOMO and LUMO: 0.377 Ha
- LUMO: -3.3 eV
- Charge: +1
- Relative energy (zero: lowest compared OMol25 entry of this formula, charge and spin): 1.182 eV
- Energy: -7873.109 eV
- Highest occupied orbital energy: -13.529 eV

Positions of all 18 atoms, in Å:
C 1.18 1.34 -0.12
C -0.32 1.42 0.29
C -1.16 0.62 -0.63
C -2.36 0.12 -0.39
N 1.72 -0.01 0.34
H 1.26 1.33 -1.20
H 1.78 2.12 0.34
H -0.39 1.23 1.36
H -0.48 2.48 0.04
H -0.95 0.71 -1.70
H -2.98 -0.32 -1.16
H -2.86 -0.09 0.55
H 1.76 0.03 1.35
H 1.01 -0.71 0.09
H 2.63 -0.34 0.01
H 0.18 -3.15 1.09
H 0.02 -3.20 -0.37
O 0.35 -2.61 0.31